C20H48BF10FeNO22S8 as an isolated structure, computed with ωB97M-V/def2-TZVPD.

The geometry in XYZ format:
```
111
Properties=species:S:1:pos:R:3
O -7.657 2.594 0.118
O 0.493 -0.068 1.679
S 3.250 -2.004 0.670
H 1.690 5.264 -4.923
C -5.792 -4.792 -3.460
C -0.201 0.252 5.257
F -0.274 -2.618 0.277
F 0.690 -3.068 -3.923
C 3.078 5.874 0.759
H 2.342 -1.737 4.689
H 2.556 2.409 -5.945
C -1.333 -1.861 0.680
O 3.967 3.593 0.923
H 1.342 6.319 -1.984
F -1.828 -2.311 1.863
C -5.723 3.953 1.512
O -5.237 2.325 -0.693
H -5.050 -0.419 1.695
O 3.318 3.589 -3.636
O 2.836 0.733 5.167
N -0.121 0.451 -0.802
H -1.458 -4.051 -3.892
C -2.064 -4.286 -3.017
H -0.570 -5.724 -2.207
F -1.044 3.909 -1.692
C 5.308 -3.634 0.245
B 1.280 -2.126 -3.084
O -4.454 -4.493 -1.271
H 0.930 1.626 -5.424
H -5.824 -5.475 -4.309
C -0.712 -0.967 4.602
H -6.417 -1.946 0.506
H -1.419 -4.980 -0.940
F 2.354 -2.685 -2.482
H 3.800 6.081 -0.030
H 1.639 -2.513 2.355
H -5.008 3.567 2.238
O 2.310 -1.368 -0.238
C -1.051 -4.781 -1.946
O -4.709 -6.918 -2.306
O -3.102 -5.172 -3.427
H 1.824 -3.931 1.223
O 5.281 1.618 0.491
H -0.323 -3.973 -1.870
H 4.858 -5.799 0.182
H 5.248 -3.664 1.333
H -7.580 -0.753 1.054
C 2.321 -3.131 1.771
C -5.563 0.050 0.855
H -1.742 -0.919 4.248
H -1.072 0.810 5.598
O 4.183 -1.160 1.380
H 3.065 -2.553 6.188
H -2.536 -3.362 -2.683
O 0.674 0.012 6.409
O 0.857 4.149 -3.467
F 1.594 -0.925 -3.733
C -1.163 2.949 -0.761
O 1.654 1.798 -2.930
H 2.808 5.649 -2.604
H 1.362 -2.351 6.135
C -6.697 -0.895 0.430
H -6.724 -4.787 -2.894
H -5.349 -3.843 -3.762
O 2.813 0.061 7.713
C 2.290 -1.915 5.763
F -2.268 -1.839 -0.277
H 4.341 0.777 2.764
H 2.631 1.172 2.628
O -1.773 0.830 1.402
H -0.580 -1.743 5.356
S 1.987 3.001 -3.701
F -2.146 3.277 0.021
H 2.139 6.376 0.521
H 0.996 3.266 -5.944
H 1.997 4.119 1.504
O -1.035 1.364 -2.851
H 0.271 5.988 -4.330
H 0.214 0.926 4.507
C 1.588 2.494 -5.451
H -7.006 -0.641 -0.584
F 0.356 -1.688 -2.206
S -0.688 0.046 0.848
H -0.136 -1.283 3.733
H 2.406 4.145 -0.233
C 3.638 1.565 2.491
H 3.739 2.538 2.972
H -4.780 0.038 0.097
S 2.398 -0.076 6.310
C 1.907 6.184 -2.906
H 2.976 -3.611 2.498
C 1.131 5.405 -3.999
O -5.944 1.292 1.529
H 6.139 -3.039 -0.133
S -6.224 2.505 0.422
O 2.750 1.604 -0.146
O -2.696 0.701 -1.226
O 4.111 -3.046 -0.321
C 2.760 4.381 0.771
H -6.618 4.262 2.052
H -5.187 4.708 0.938
H 5.304 -5.144 -1.436
H 3.324 6.290 1.736
F -0.002 2.934 -0.047
C 5.421 -5.037 -0.358
H 2.181 7.037 -3.527
H 6.432 -5.436 -0.281
S -1.332 1.192 -1.437
Fe 1.589 -0.041 -1.720
S 3.886 2.024 0.744
S -4.420 -5.494 -2.403
```

Output
Highest occupied orbital energy (spin up / spin down) = -12.324 / -12.324 eV
Total energy = -7973.217449 hartree
Gap between HOMO and LUMO (spin up / spin down) = 8.942 / 4.327 eV
Multiplicity = 6
Net charge = +1
Energy relative to the best compared isomer or geometry (same formula, charge and spin) = 0.0 kcal/mol
Lowest unoccupied orbital energy (spin up / spin down) = -3.38 / -8.00 eV



An isolated ion of composition C9H12N3 and charge +1, computed with ωB97M-V/def2-TZVPD.

The geometry in XYZ format:
```
24
Properties=species:S:1:pos:R:3
N -1.902 1.660 0.799
H 0.277 2.178 -0.781
H 0.986 -3.132 -0.056
C 1.276 -0.884 0.123
H 2.685 2.631 -0.264
C 0.891 1.412 -0.404
H -3.490 -0.081 -1.470
N -3.176 0.246 -0.527
H 4.158 0.783 0.108
H 0.404 -2.344 1.513
C 3.096 0.587 -0.062
H -1.768 -2.248 0.404
H -2.688 2.318 0.691
C 0.489 -2.171 0.348
H -1.107 -2.065 -1.228
H -1.030 2.028 1.220
H 3.221 -1.583 0.340
C -0.967 -1.769 -0.127
C 2.297 1.656 -0.343
C 0.402 0.189 -0.173
H -3.816 0.957 -0.257
C -1.960 0.561 0.020
N -0.906 -0.278 -0.066
C 2.629 -0.652 0.192
```

Output
Highest occupied orbital energy = -12.069 eV
Total energy = -514.176111 hartree
Gap between HOMO and LUMO = 8.685 eV
Multiplicity = 1
Net charge = +1
Energy relative to the best compared isomer or geometry (same formula, charge and spin) = 0.0 kcal/mol
Structure (SMILES) = NC(=[NH2+])N1CCc2ccccc21
Lowest unoccupied orbital energy = -3.38 eV



A 2-piece molecular cluster, C4H12O2S overall, computed with ωB97M-V/def2-TZVPD.

The geometry in XYZ format:
```
19
Properties=species:S:1:pos:R:3
H 0.266 0.898 -1.973
H -2.290 0.048 -0.580
H -0.351 -0.674 -1.624
C 1.527 -0.658 0.349
H 2.323 -0.354 -0.325
O 1.865 -0.436 1.682
H -1.521 2.117 -2.924
H 0.601 1.237 0.534
H 2.716 -0.822 1.909
C -0.318 0.327 -1.249
H 2.516 -3.227 4.659
H 1.748 -1.992 4.951
C 0.336 0.268 0.117
H -0.385 -0.134 0.848
C -1.750 0.846 -1.074
H 1.362 -1.724 0.182
H -1.950 1.794 -0.592
O 2.642 -2.267 4.703
S -2.409 1.115 -2.778
```

Output
Highest occupied orbital energy (spin up / spin down) = -13.327 / -13.323 eV
Total energy = -707.906071 hartree
Gap between HOMO and LUMO (spin up / spin down) = 9.024 / 4.193 eV
Multiplicity = 2
Net charge = +1
Energy relative to the best compared isomer or geometry (same formula, charge and spin) = 13.2 kcal/mol
Lowest unoccupied orbital energy (spin up / spin down) = -4.30 / -9.13 eV



A 2-piece molecular cluster, C2H3BO3 overall, computed with ωB97M-V/def2-TZVPD.

The geometry in XYZ format:
```
9
Properties=species:S:1:pos:R:3
O 0.107 0.329 -1.339
O -0.153 -1.238 1.267
C -0.554 0.014 1.182
H -2.087 2.627 -2.229
C -1.004 1.116 1.347
H -0.276 -1.822 0.497
H -1.223 2.158 1.275
O -1.447 1.921 -2.402
B -0.700 1.072 -1.750
```

Output
Highest occupied orbital energy = -9.288 eV
Total energy = -328.555805 hartree
Gap between HOMO and LUMO = 9.293 eV
Multiplicity = 1
Energy relative to the best compared isomer or geometry (same formula, charge and spin) = 91.0 kcal/mol
Structure (SMILES) = C#CO.O=BO
Lowest unoccupied orbital energy = 0.01 eV



A 10-piece molecular cluster, C27H79N5O11 overall, computed with ωB97M-V/def2-TZVPD.

The geometry in XYZ format:
```
122
Properties=species:S:1:pos:R:3
H -0.075 -0.609 0.325
H -1.793 -0.834 1.936
H 5.519 -6.930 1.172
H -0.216 -3.144 -4.952
H -3.349 -2.498 -0.872
C -9.098 0.796 1.782
C -5.437 -1.389 3.422
H -2.183 3.982 -3.882
H -5.703 -2.402 3.724
H 4.687 5.225 -0.300
H -5.241 0.347 4.464
H -4.236 3.584 -2.515
N -5.710 -0.534 4.617
C 5.472 5.606 1.761
H -7.775 -1.310 4.653
H 0.989 -0.250 -0.996
O 1.727 -1.485 3.853
O 3.738 -3.600 -3.597
H -1.242 -4.134 -0.776
H -0.623 -2.443 -0.522
H 1.375 -5.137 0.165
C 1.128 4.779 -2.110
H -6.097 0.816 -3.652
H 0.826 -0.650 -3.998
H -7.515 1.622 3.889
H 7.217 4.569 2.269
O 2.934 2.110 -1.719
H -10.114 0.673 2.157
H 1.788 -4.494 -3.672
H 1.959 0.392 2.964
C -3.632 2.683 -2.409
H -2.680 2.004 -4.198
H 4.800 4.783 3.522
H -3.329 -1.916 3.663
H 7.390 6.114 1.756
C -2.378 2.308 -3.195
C 1.306 -0.104 3.681
C 4.827 -6.401 1.827
H 4.829 3.695 2.246
H 2.040 -1.510 -2.912
N 0.505 -2.953 -5.633
H 3.223 -3.550 -0.674
H -0.393 3.902 -1.925
C 2.288 3.888 2.424
H 1.724 -0.350 0.572
H 2.408 3.584 3.463
H -6.067 -1.210 2.550
O -4.487 1.640 -2.520
H 1.121 -3.299 2.450
H 0.338 1.816 -0.524
N 6.802 5.489 2.289
O -3.517 0.036 2.677
O 0.857 1.376 0.152
C -1.500 1.203 -2.534
H -3.386 2.724 -1.348
C -5.364 1.621 -3.611
H -7.346 -0.063 5.709
N -1.498 3.446 -3.367
C 3.841 1.793 -0.713
H 3.844 2.605 0.014
H 2.073 2.208 -1.306
H -4.836 1.510 -4.558
O -8.150 0.140 2.563
C -2.323 0.117 1.962
C -1.428 -3.068 -0.910
H 3.501 -4.299 2.118
H 2.486 -5.674 2.413
H 1.590 4.358 -3.003
C 2.945 -5.090 1.615
H 6.132 4.438 0.243
C 4.466 -4.846 -3.354
H -5.940 2.532 -3.774
H -9.085 0.353 0.786
H 2.633 -1.528 4.169
H 1.626 -3.068 -0.935
H -1.140 1.599 -1.584
H 3.611 0.892 -0.145
H 2.715 -4.502 -5.131
H 2.634 -2.446 0.499
H -1.725 0.935 2.365
H 3.725 -5.494 -2.885
H 4.382 -7.177 2.450
H 0.266 -0.047 3.360
C 2.414 -3.862 -4.301
C 4.551 4.727 2.463
H 0.235 -3.228 1.094
H -1.368 -2.980 -1.995
H -0.805 3.021 -3.966
H 4.866 1.848 -1.080
H -2.559 0.210 0.902
C 1.871 -4.378 0.770
H 0.180 -2.117 -6.098
H 6.320 6.102 -0.185
H 2.461 -2.045 -5.275
H 5.487 -5.623 2.211
C 1.215 -1.595 -3.619
H -1.967 0.253 -2.277
H -3.854 -1.907 2.087
O -2.617 -2.700 -0.283
O 3.852 -5.865 0.916
N 0.836 -3.830 1.639
O 0.439 3.749 -1.471
C -8.002 0.647 3.864
H 0.345 -2.047 -3.142
H 1.951 5.113 -1.479
H 1.308 4.355 2.328
H 5.225 6.663 1.859
H -0.718 1.005 -3.266
H 2.288 3.056 1.718
H 1.335 0.453 4.618
C 5.612 5.396 0.250
C -7.171 -0.403 4.688
C 1.630 -2.556 -4.789
H 4.741 -5.278 -4.317
H -9.019 0.646 4.257
C 0.814 -0.039 0.059
C -3.940 -1.310 2.994
H 0.621 5.720 -2.323
C 2.320 -3.284 -0.123
O 3.121 4.964 2.272
H -8.980 1.877 1.696
H 5.290 -4.612 -2.680
```

Output
Highest occupied orbital energy = -8.611 eV
Total energy = -2177.158538 hartree
Gap between HOMO and LUMO = 8.857 eV
Multiplicity = 1
Energy relative to the best compared isomer or geometry (same formula, charge and spin) = 176.1 kcal/mol
Structure (SMILES) = COC[C@H](C)N.COC[C@H](C)N.COC[C@H](C)N.COC[C@H](C)N.COCCNCCOC.CO.CO.CO.CO.CO
Lowest unoccupied orbital energy = 0.25 eV



A 6-piece molecular cluster, C26H33N5O3 overall, computed with ωB97M-V/def2-TZVPD.

The geometry in XYZ format:
```
67
Properties=species:S:1:pos:R:3
H -0.255 3.554 -5.435
C -0.076 -0.052 -4.771
O -3.182 -0.387 1.496
H 4.787 3.856 4.534
C -0.621 -2.575 -0.227
C -4.915 -0.551 0.033
H -1.078 -2.776 4.161
H -0.247 5.216 -4.618
C -0.148 -5.743 5.480
H 0.958 0.833 0.843
C -0.040 0.701 -7.433
C 0.060 -1.007 1.399
H -1.809 -3.813 5.200
H 1.766 -1.094 -5.148
C -0.804 -3.463 4.962
C -0.084 -4.666 4.470
C 0.993 -0.468 -5.567
H -0.873 3.745 -2.433
C 2.313 1.597 4.208
C 2.940 2.777 4.543
H -1.688 4.156 -4.773
C -0.251 -1.628 -1.217
C 4.306 2.957 4.178
H -0.176 -0.380 -3.747
N 2.837 0.848 3.217
C 2.147 2.644 -3.612
C -4.400 -0.245 2.154
H -0.543 2.399 -3.312
H 0.564 0.176 -1.698
N -1.174 0.617 -5.324
H 1.196 2.753 -1.910
H -3.390 -1.985 0.059
H -0.888 -3.582 -0.510
H 0.850 -2.309 5.692
C -1.111 1.017 -6.576
C 4.966 1.934 3.464
H 1.280 1.280 4.215
H -0.498 -5.044 3.535
N 2.873 2.031 -4.223
C -0.251 3.449 -3.277
H -1.874 1.596 -7.075
N -0.249 -6.607 6.184
C 1.194 3.385 -2.798
H 0.951 -4.366 4.306
H -0.632 -1.819 6.473
H 0.016 0.983 -8.474
N -0.461 -2.267 1.090
C -0.105 -2.681 6.064
H 1.911 -0.265 -7.352
C 4.152 0.923 2.953
C -3.432 -0.898 0.137
H -0.483 -1.945 -2.223
C 0.962 -0.073 -6.873
H -2.742 -0.440 -0.570
H -5.202 -0.077 -0.905
H 6.017 2.101 3.277
C -0.609 4.188 -4.622
H 0.235 -0.910 2.460
H 4.576 0.267 2.207
C 0.262 -0.401 -0.837
H 2.383 3.560 5.036
H 0.093 -3.389 6.868
O -5.307 -0.092 1.242
H -5.427 -1.512 0.085
O -4.527 -0.374 3.385
H 1.471 4.410 -2.551
C 0.492 -0.070 0.477
```

Output
Highest occupied orbital energy (spin up / spin down) = -12.076 / -12.076 eV
Total energy = -1509.537500 hartree
Gap between HOMO and LUMO (spin up / spin down) = 7.679 / 2.900 eV
Multiplicity = 2
Net charge = +1
Lowest unoccupied orbital energy (spin up / spin down) = -4.40 / -9.18 eV